Entry 1:
46
Properties=species:S:1:pos:R:3 method="wB97M-V/def2-TZVPD" multiplicity=4 s_squared=3.7638 total_charge=0 largest_force_ev_per_a=7.1
Pd 0.197 2.016 0.438
P 0.934 3.962 1.511
O 1.533 5.132 2.300
O -0.339 4.003 0.622
O 0.506 2.736 2.361
O 1.843 3.216 0.529
C -5.582 1.046 -0.343
C -5.210 0.639 1.041
O -3.824 1.184 1.134
C -3.320 1.205 -0.068
O -2.176 1.527 -0.289
O -4.301 0.999 -1.011
F -5.239 -0.647 1.112
H -5.814 2.111 -0.313
H -6.410 0.443 -0.717
H -5.854 1.156 1.752
C 1.240 0.310 -4.789
C -0.209 -0.244 -4.703
O -0.676 0.447 -3.516
C 0.146 1.333 -3.110
O 0.051 1.996 -2.038
O 1.199 1.398 -3.867
F -0.090 -1.546 -4.599
H 1.598 0.471 -5.805
H 1.894 -0.447 -4.357
H -0.830 0.079 -5.538
C 0.246 -1.580 4.927
C 0.773 -2.631 3.957
O 0.274 -2.147 2.724
C 0.096 -0.760 2.831
O 0.145 -0.085 1.814
O -0.006 -0.441 4.124
F 0.434 -3.906 4.229
H 0.954 -1.425 5.742
H -0.682 -1.846 5.433
H 1.852 -2.593 3.807
C 4.344 -1.789 -1.204
C 3.328 -2.624 -0.439
O 2.317 -1.711 -0.094
C 2.511 -0.536 -0.714
O 1.872 0.467 -0.653
O 3.670 -0.583 -1.403
F 3.797 -3.067 0.741
H 4.791 -2.288 -2.063
H 5.141 -1.536 -0.504
H 2.875 -3.447 -0.991

=====

Entry 2:
79
Properties=species:S:1:pos:R:3 method="wB97M-V/def2-TZVPD" total_charge=0 e_above_lowest_ev=0.000 largest_force_ev_per_a=0.8
Mg 0.189 0.567 0.662
C 5.196 -1.997 4.387
C 3.767 -1.891 4.908
C 2.710 -2.257 3.871
C 2.684 -1.354 2.647
N 2.583 0.062 2.980
C 1.455 0.750 3.185
S -0.093 -0.008 3.172
N 1.604 2.065 3.347
C 0.544 3.014 3.683
C 0.179 3.036 5.157
C 1.254 3.566 6.102
C 2.376 2.577 6.416
H 5.923 -1.747 5.161
H 5.379 -1.324 3.545
H 5.415 -3.012 4.043
H 3.579 -0.877 5.274
H 3.646 -2.548 5.772
H 1.718 -2.247 4.330
H 2.887 -3.276 3.513
H 1.852 -1.624 2.000
H 3.590 -1.457 2.052
H 3.423 0.606 2.857
H 2.500 2.456 3.102
H -0.325 2.788 3.069
H 0.909 3.990 3.358
H -0.125 2.030 5.465
H -0.714 3.663 5.238
H 0.773 3.848 7.042
H 1.675 4.492 5.694
H 1.972 1.662 6.856
H 3.086 3.001 7.128
H 2.940 2.285 5.527
C -1.355 6.375 0.998
Si -0.119 5.646 -0.182
C 1.532 6.445 0.088
C -0.673 5.931 -1.926
C 0.010 3.867 0.136
C 0.098 2.658 0.340
H -1.347 7.468 0.952
H -1.126 6.072 2.024
H -2.372 6.037 0.771
H 1.507 7.507 -0.174
H 2.293 5.957 -0.526
H 1.837 6.359 1.135
H -0.736 7.002 -2.141
H -1.655 5.488 -2.111
H 0.033 5.483 -2.631
O 2.215 0.460 -0.017
C 1.598 0.193 -1.088
O 0.519 -0.485 -1.059
C 2.044 0.822 -2.373
C 1.121 1.075 -3.379
C 1.512 1.754 -4.523
C 2.831 2.142 -4.633
C 3.774 1.891 -3.659
C 3.365 1.232 -2.511
N 3.259 2.877 -5.856
O 4.441 3.107 -5.989
O 2.404 3.160 -6.667
H 0.098 0.746 -3.252
H 0.817 1.983 -5.317
H 4.794 2.215 -3.802
H 4.064 1.043 -1.709
N -4.378 3.591 -0.288
C -5.002 2.398 -0.116
O -6.212 2.286 -0.098
C -4.122 1.188 0.048
C -4.703 -0.069 0.011
C -3.896 -1.185 0.146
C -2.536 -1.005 0.320
N -1.966 0.206 0.376
C -2.758 1.276 0.244
H -4.957 4.406 -0.390
H -3.380 3.693 -0.331
H -5.774 -0.145 -0.126
H -4.308 -2.184 0.113
H -1.867 -1.853 0.410
H -2.235 2.223 0.306

=====

Entry 3:
7
Properties=species:S:1:pos:R:3 method="wB97M-V/def2-TZVPD" total_charge=0 e_above_lowest_ev=2.581 largest_force_ev_per_a=3.9 smiles="O=CCF"
O 0.250 0.193 2.030
C -0.339 0.161 0.992
C 0.428 -0.087 -0.662
F -0.614 -0.529 -1.365
H -1.413 0.270 0.727
H 0.561 0.987 -0.876
H 1.127 -0.995 -0.847

=====

Entry 4:
12
Properties=species:S:1:pos:R:3 method="wB97M-V/def2-TZVPD" total_charge=0 e_above_lowest_ev=0.669 largest_force_ev_per_a=3.9 smiles=Fc1ccc(F)c(Br)c1
F -2.059 -1.636 0.970
C -1.017 -0.833 0.504
C -1.282 -0.038 -0.581
C -0.359 0.798 -1.164
C 0.914 0.754 -0.720
F 1.851 1.559 -1.175
C 1.270 -0.030 0.455
Br 2.803 -0.030 1.471
C 0.250 -0.711 1.162
H -2.284 -0.084 -1.063
H -0.638 1.554 -1.860
H 0.551 -1.304 2.002

=====

Entry 5:
28
Properties=species:S:1:pos:R:3 method="wB97M-V/def2-TZVPD" total_charge=+1 e_above_lowest_ev=0.000 largest_force_ev_per_a=2.9 smiles="C1=CC[C@]2(C=Cc3ccccc32)[NH2+]C1"
C -1.570 -2.037 1.665
C -1.249 -2.438 0.447
C -0.596 -1.580 -0.580
C 0.079 -0.239 0.153
C 1.368 -0.605 0.834
C 2.387 0.068 0.290
C 1.896 0.980 -0.734
C 2.548 1.902 -1.531
C 1.790 2.654 -2.420
C 0.417 2.492 -2.511
C -0.244 1.567 -1.708
C 0.504 0.818 -0.828
N -0.972 0.281 1.085
C -1.316 -0.654 2.186
H -2.018 -2.708 2.380
H -1.459 -3.452 0.142
H 0.212 -2.110 -1.081
H -1.303 -1.239 -1.336
H 1.423 -1.368 1.585
H 3.423 -0.030 0.556
H 3.616 2.035 -1.468
H 2.285 3.376 -3.050
H -0.148 3.084 -3.214
H -1.316 1.453 -1.795
H -1.810 0.467 0.523
H -0.647 1.175 1.470
H -2.202 -0.278 2.704
H -0.490 -0.672 2.904

=====

Entry 6:
47
Properties=species:S:1:pos:R:3 method="wB97M-V/def2-TZVPD" multiplicity=2 s_squared=0.7663 total_charge=-1 e_above_lowest_ev=1.129 largest_force_ev_per_a=1.4
Pb -0.307 -1.387 -0.062
Se 1.649 -1.017 1.881
Se 0.402 -0.617 3.766
Se -1.353 0.765 3.086
Se -2.469 -0.388 1.467
C -1.161 -5.411 2.889
C -1.581 -4.161 2.121
C -3.009 -3.772 2.500
O -0.725 -3.067 2.423
C -1.562 -4.474 0.573
O -2.109 -5.497 0.207
O -0.984 -3.612 -0.150
H -1.237 -5.242 3.963
H -0.139 -5.691 2.641
H -1.816 -6.229 2.605
H -3.016 -3.384 3.516
H -3.653 -4.643 2.432
H -3.379 -3.006 1.825
H 0.188 -3.381 2.405
F 3.231 0.259 -0.107
Sb 3.511 0.353 -1.992
F 5.303 -0.206 -1.724
F 2.928 -1.445 -2.256
F 3.837 0.603 -3.854
F 1.667 0.829 -2.281
F 3.928 2.218 -1.747
C -2.051 1.516 -1.831
N -0.882 2.333 -1.631
C -0.680 3.354 -2.633
C 0.761 3.833 -2.630
C 1.133 4.186 -1.200
N 0.917 3.043 -0.345
C 1.692 2.946 0.869
C -0.070 2.151 -0.562
O -0.266 1.215 0.237
H -2.903 2.163 -2.051
H -2.264 0.963 -0.920
H -1.908 0.817 -2.660
H -1.369 4.190 -2.436
H -0.937 2.930 -3.610
H 0.880 4.696 -3.286
H 1.413 3.035 -2.980
H 0.529 5.040 -0.857
H 2.189 4.458 -1.143
H 2.705 3.302 0.688
H 1.737 1.904 1.179
H 1.233 3.526 1.678

=====

Entry 7:
131
Properties=species:S:1:pos:R:3 method="wB97M-V/def2-TZVPD" total_charge=0 largest_force_ev_per_a=1.3
N -2.779 -1.176 -4.616
C -2.192 -1.572 -3.572
N -1.146 -2.504 -3.675
N -2.494 -1.200 -2.205
C -2.359 0.235 -1.889
C -1.039 0.628 -1.220
C 0.126 0.941 -2.185
C 1.089 -0.260 -2.347
B 2.285 -0.226 -1.339
O 2.774 0.957 -0.771
B 2.658 0.861 0.617
C 1.826 1.879 1.466
C 1.565 1.375 2.894
C 0.739 2.392 3.653
O 0.935 3.575 3.638
O -0.264 1.884 4.436
O 3.225 -0.271 1.195
B 2.689 -1.386 0.547
C 1.857 -2.450 1.296
C 1.054 -3.347 0.584
C 0.270 -4.259 1.282
C 0.312 -4.283 2.675
C 1.115 -3.396 3.384
C 1.888 -2.481 2.692
O 2.854 -1.407 -0.843
H -3.548 -0.545 -4.395
H -0.390 -2.162 -4.250
H -0.801 -2.757 -2.761
H -3.434 -1.505 -1.995
H -2.463 0.838 -2.792
H -3.193 0.511 -1.247
H -0.743 -0.138 -0.496
H -1.261 1.556 -0.683
H 0.686 1.786 -1.787
H -0.302 1.177 -3.160
H 1.437 -0.372 -3.377
H 0.535 -1.170 -2.106
H 2.277 2.872 1.495
H 0.855 1.993 0.969
H 1.032 0.423 2.882
H 2.493 1.287 3.456
H -0.691 1.148 3.983
H 1.041 -3.293 -0.496
H -0.361 -4.949 0.737
H -0.285 -5.010 3.210
H 1.134 -3.406 4.463
H 2.510 -1.764 3.209
O -4.637 0.801 -3.531
C -5.759 1.178 -3.331
O -6.157 1.628 -2.124
C -7.569 1.922 -2.146
C -7.903 2.145 -3.616
C -6.912 1.212 -4.309
H -8.101 1.069 -1.720
H -7.748 2.794 -1.523
H -8.947 1.946 -3.851
H -7.682 3.177 -3.893
H -7.299 0.197 -4.417
H -6.577 1.586 -5.272
O 3.079 -2.514 5.605
C 2.735 -1.526 6.186
O 1.589 -0.873 5.886
C 1.486 0.340 6.660
C 2.384 0.113 7.871
C 3.470 -0.790 7.289
H 1.827 1.171 6.041
H 0.442 0.499 6.914
H 2.755 1.041 8.302
H 1.835 -0.423 8.646
H 4.282 -0.220 6.835
H 3.878 -1.496 8.006
O -5.372 4.277 -5.299
C -4.286 4.361 -4.791
O -3.267 3.553 -5.125
C -2.131 3.804 -4.278
C -2.335 5.222 -3.753
C -3.859 5.314 -3.694
H -2.130 3.059 -3.479
H -1.227 3.685 -4.869
H -1.836 5.401 -2.803
H -1.952 5.943 -4.477
H -4.257 4.945 -2.746
H -4.240 6.314 -3.890
O 4.277 2.549 4.004
C 4.682 3.649 4.249
O 5.796 3.862 4.981
C 5.982 5.271 5.208
C 5.204 5.960 4.093
C 4.060 4.974 3.857
H 5.590 5.513 6.198
H 7.048 5.486 5.189
H 4.882 6.966 4.356
H 5.823 6.027 3.198
H 3.206 5.157 4.511
H 3.718 4.943 2.826
O 4.976 -7.477 1.630
C 5.295 -6.346 1.860
O 6.432 -6.042 2.527
C 6.507 -4.622 2.767
C 5.610 -3.998 1.707
C 4.546 -5.072 1.522
H 6.149 -4.429 3.780
H 7.545 -4.309 2.695
H 5.210 -3.029 2.001
H 6.174 -3.865 0.782
H 3.727 -4.946 2.234
H 4.153 -5.116 0.510
O 2.307 -13.211 -0.138
C 2.886 -12.246 0.268
O 2.808 -11.843 1.558
C 3.518 -10.601 1.740
C 4.512 -10.539 0.592
C 3.762 -11.282 -0.513
H 2.797 -9.782 1.706
H 3.990 -10.611 2.719
H 4.799 -9.523 0.341
H 5.416 -11.091 0.855
H 3.112 -10.620 -1.087
H 4.415 -11.826 -1.189
O -5.451 8.364 -5.502
C -6.510 8.020 -5.939
O -7.680 8.534 -5.487
C -8.791 7.865 -6.105
C -8.236 7.267 -7.394
C -6.790 6.973 -6.997
H -9.153 7.098 -5.417
H -9.584 8.590 -6.271
H -8.794 6.398 -7.735
H -8.256 8.014 -8.188
H -6.676 5.991 -6.534
H -6.092 7.071 -7.824

=====

Entry 8:
60
Properties=species:S:1:pos:R:3 method="wB97M-V/def2-TZVPD" total_charge=0 e_above_lowest_ev=0.889 largest_force_ev_per_a=0.9 smiles="O=C1CCCO1.COCCOC.COCCOC.COCCOC"
O -1.838 0.402 -0.828
C -0.920 0.347 -0.061
C -0.353 -0.888 0.619
C 0.592 -0.319 1.680
C 0.889 1.095 1.188
O -0.191 1.429 0.265
H -1.153 -1.488 1.043
H 0.148 -1.463 -0.161
H 0.126 -0.363 2.664
H 1.522 -0.884 1.753
H 0.825 1.815 2.000
H 1.820 1.209 0.646
C -1.962 -0.283 -4.011
O -1.568 -1.302 -4.923
C -0.242 -1.173 -5.389
C -0.215 -1.216 -6.887
O -0.627 0.033 -7.395
C -0.961 -0.019 -8.757
H -1.218 -0.117 -3.236
H -2.906 -0.592 -3.564
H -2.185 0.650 -4.544
H 0.347 -1.998 -4.977
H 0.199 -0.218 -5.083
H -0.859 -2.035 -7.242
H 0.793 -1.487 -7.247
H -0.145 -0.450 -9.345
H -1.110 1.013 -9.082
H -1.895 -0.566 -8.910
C 3.104 1.791 3.871
O 3.385 1.010 2.744
C 4.766 0.790 2.529
C 4.897 0.012 1.235
O 4.240 0.606 0.140
C 4.675 1.912 -0.165
H 3.274 2.863 3.664
H 3.735 1.542 4.730
H 2.042 1.683 4.077
H 5.170 0.234 3.379
H 5.276 1.758 2.421
H 4.410 -0.958 1.371
H 5.953 -0.178 1.004
H 5.763 1.957 -0.289
H 4.372 2.626 0.611
H 4.177 2.204 -1.086
C -4.742 -0.770 1.024
O -4.704 -0.727 2.443
C -3.403 -0.865 2.964
C -3.526 -0.824 4.480
O -2.277 -0.457 5.012
C -2.322 -0.332 6.410
H -5.441 -0.023 0.657
H -5.085 -1.760 0.702
H -3.754 -0.585 0.596
H -2.743 -0.053 2.641
H -3.019 -1.851 2.662
H -3.850 -1.801 4.860
H -4.284 -0.067 4.724
H -3.173 0.292 6.717
H -1.412 0.149 6.760
H -2.415 -1.312 6.893

=====

Number 1: E -2536.9263 Ha. Number 2: E -2590.0846 Ha. Number 3: E -253.0324 Ha. Number 4: E -3004.1505 Ha. Number 5: E -558.2690 Ha. Number 6: E -11441.2944 Ha. Number 7: E -3307.5878 Ha. Number 8: E -1233.0219 Ha.